[1]
Density functional theory data (ωB97M-V with the def2-TZVPD basis set) for a structure of composition C52H63N3O4PS2W in a non-equilibrium geometry.

```
126
C52H63N3O4PS2W, DFT ωB97M-V with the def2-TZVPD basis set
W 0.19093 0.35248 0.53601
O 0.96181 -1.85972 -0.51420
C 2.23527 -1.81926 -1.15994
C 2.70109 -0.38713 -1.23016
C 3.75488 -0.05089 -2.05661
C 4.29378 1.22820 -2.01510
C 3.71868 2.13674 -1.12960
C 2.63021 1.76464 -0.38074
N 2.07861 0.50730 -0.39668
H 0.69463 -2.79805 -0.43215
H 2.17367 -2.26202 -2.16275
H 2.96799 -2.40452 -0.58327
H 4.17615 -0.80343 -2.70386
H 5.13852 1.49734 -2.62631
H 4.12365 3.12783 -1.01729
H 2.16201 2.48341 0.28954
C -1.70842 8.02646 2.27254
C -1.75172 6.55917 2.03580
C -2.80430 5.78701 2.53450
C -2.78827 4.40853 2.44398
C -1.70582 3.79214 1.83286
C -0.66665 4.53139 1.29080
C -0.70422 5.90904 1.37894
S -1.43089 2.06273 2.15679
O -2.00169 1.79539 3.42851
O 0.07212 1.86386 2.04401
N -1.73971 0.83291 1.09374
C -2.75863 0.80311 0.15514
C -4.05152 1.27576 0.31662
C -4.95559 1.20444 -0.74761
C -4.57350 0.70166 -1.96815
C -3.26056 0.23757 -2.17550
C -2.78590 -0.20249 -3.42787
C -1.45537 -0.53204 -3.54319
C -0.62480 -0.49487 -2.42532
N -1.03431 -0.15760 -1.18790
C -2.34604 0.25880 -1.09008
H -2.69798 8.47194 2.20595
H -1.03841 8.52340 1.57566
H -1.33956 8.21217 3.28394
H -3.62508 6.26694 3.04293
H -3.57355 3.81673 2.88697
H 0.16958 4.01370 0.84217
H 0.11023 6.48974 0.97310
H -4.34373 1.68827 1.27091
H -5.96688 1.55336 -0.60857
H -5.26987 0.65209 -2.78918
H -3.45948 -0.23802 -4.26928
H -1.03731 -0.82599 -4.49287
H 0.41783 -0.76408 -2.53890
C -1.74280 -1.44465 6.27135
C -0.63074 -0.40547 6.44460
C -0.06189 0.03752 5.08597
C -0.14460 -1.14319 4.11651
C -1.62128 -1.37457 3.74997
C -2.51354 -1.15867 4.98758
P 0.94181 -1.03295 2.60617
C 2.65199 -0.42726 3.13052
C 2.74052 1.09554 3.00520
C 4.19638 1.54834 3.14581
C 4.82549 1.01683 4.44962
C 3.79398 0.28111 5.29947
C 3.18620 -0.88228 4.50808
C 1.28139 -2.83135 2.20795
C 1.94247 -3.70372 3.28259
C 1.84157 -5.19783 2.89856
C 1.68714 -5.40194 1.39210
C 0.37362 -4.78228 0.89556
C 0.00850 -3.54446 1.73392
H -2.41818 -1.40770 7.12391
H -1.32824 -2.45387 6.24156
H 0.15671 -0.82139 7.07200
H -1.02293 0.47273 6.95588
H 0.95660 0.39110 5.22338
H -0.66039 0.85778 4.69982
H 0.23413 -2.03219 4.63834
H -1.77094 -2.38414 3.36573
H -1.92175 -0.67286 2.96084
H -3.38420 -1.80886 4.92086
H -2.86484 -0.12701 5.01552
H 3.30399 -0.83869 2.34382
H 2.11856 1.57756 3.75897
H 2.34336 1.40590 2.02912
H 4.23015 2.63763 3.13112
H 4.76703 1.19265 2.28326
H 5.25331 1.83876 5.02322
H 5.63782 0.32637 4.22207
H 3.03160 0.98224 5.63998
H 4.27674 -0.10752 6.19677
H 2.40927 -1.35490 5.10380
H 3.98032 -1.61230 4.35632
H 1.99761 -2.77908 1.37966
H 1.47962 -3.56877 4.25927
H 2.98787 -3.41909 3.37751
H 0.99627 -5.65770 3.41160
H 2.73747 -5.71476 3.24282
H 1.69595 -6.46737 1.16733
H 2.54665 -4.97099 0.87428
H -0.42183 -5.51783 0.99939
H 0.45282 -4.56384 -0.17630
H -0.51886 -3.89404 2.62030
H -0.67482 -2.85999 1.20046
O -0.14001 2.27970 -0.70584
S -0.33068 2.50278 -2.22887
C 1.18566 3.30998 -2.75842
C 1.61305 4.49525 -2.18050
C 2.77525 5.08778 -2.64429
C 3.48217 4.50894 -3.68978
C 3.04206 3.32658 -4.26507
C 1.89036 2.71667 -3.79430
C -1.40540 3.94072 -2.32570
C -1.28945 4.83430 -3.38030
C -2.13625 5.92996 -3.41407
C -3.08281 6.11748 -2.41736
C -3.20630 5.19964 -1.38646
C -2.37307 4.09527 -1.35017
H 1.03263 4.95336 -1.39385
H 3.12522 6.00894 -2.20523
H 4.37625 4.98703 -4.05870
H 3.58708 2.88686 -5.08548
H 1.52300 1.80340 -4.23496
H -0.55443 4.68436 -4.15736
H -2.05091 6.64593 -4.21568
H -3.73232 6.97667 -2.45383
H -3.94541 5.33985 -0.61402
H -2.45808 3.35686 -0.56666
```

Computed properties:
Net charge: +3
Largest force on an atom in eV/Å: 2.61
Total energy in eV: -100369.161
Multiplicity: 3
⟨S²⟩: 2.019
Frontier orbital gap (alpha / beta) in hartree: 0.239 / 0.258

[2]
Density functional theory data (ωB97M-V with the def2-TZVPD basis set) for the molecule C24H28N2O7S.

```
62
C24H28N2O7S, DFT ωB97M-V with the def2-TZVPD basis set
C -1.15896 -4.36445 -1.76408
H -1.94103 -3.70117 -2.14631
H -1.37443 -4.62088 -0.72242
H -1.13749 -5.27386 -2.36281
O 0.12109 -3.79522 -1.90792
C 0.42335 -2.66775 -1.19292
C 1.73335 -2.17043 -1.26402
C 2.05495 -0.99297 -0.55698
C 1.10110 -0.34971 0.21485
C -0.18248 -0.86823 0.30274
C -0.51619 -2.00676 -0.40764
H -1.52348 -2.38138 -0.33937
C -1.21878 -0.19161 1.16889
N -2.14040 0.61594 0.38796
C -3.42513 0.27754 0.59460
O -4.43178 0.76948 0.11611
C -3.41072 -0.88242 1.52912
C -2.13116 -1.17063 1.87051
C -1.67509 -2.34871 2.60718
O -2.40938 -3.29221 2.83869
C -0.25666 -2.41961 2.99753
C 0.44633 -3.58940 3.11663
C 1.77759 -3.40269 3.52944
C 2.07142 -2.09395 3.75101
S 0.73518 -1.06787 3.43819
H 2.99513 -1.66569 4.08706
H 2.48230 -4.20312 3.66441
H 0.00472 -4.54507 2.89957
O -4.55902 -1.43723 1.88145
H -5.27161 -0.93716 1.44042
C -1.69878 1.67994 -0.46969
H -2.51347 1.88898 -1.16657
H -0.82089 1.33437 -1.02343
C -1.35484 2.95479 0.33643
N -0.70274 4.00921 -0.39855
C 0.65004 3.71609 -0.83239
C 1.28416 5.01848 -1.32829
H 2.28660 4.83795 -1.72045
O 0.54188 5.57938 -2.38346
C -0.78292 5.83527 -1.97799
C -1.47226 4.55494 -1.50198
H -2.48002 4.78498 -1.15299
H -1.53590 3.85222 -2.34919
H -1.29390 6.25211 -2.84711
H -0.78638 6.57095 -1.16005
H 1.33892 5.72997 -0.49051
H 1.22031 3.33357 0.01708
H 0.67979 2.97547 -1.64994
H -0.69566 2.68250 1.16598
H -2.27943 3.36078 0.75644
H -0.70991 0.45574 1.89572
H 1.35077 0.53953 0.77017
O 3.34423 -0.58021 -0.69228
C 3.75291 0.57482 -0.00401
H 3.20260 1.46155 -0.33755
H 4.80779 0.69859 -0.24323
H 3.63916 0.46237 1.07967
O 2.77267 -2.68356 -1.97677
C 2.75179 -4.01855 -2.42978
H 3.76251 -4.20837 -2.79094
H 2.03998 -4.16156 -3.24508
H 2.51827 -4.71509 -1.62118
```

Computed properties:
Relative energy (zero: lowest compared OMol25 entry of this formula, charge and spin) in kJ/mol: 220.5
Largest force on an atom in eV/Å: 0.95
Total energy in eV: -53488.470
Frontier orbital gap in hartree: 0.287

[3]
Density functional theory data (ωB97M-V with the def2-TZVPD basis set) for a structure of composition CH10NO2 in a non-equilibrium geometry.

```
14
CH10NO2, DFT ωB97M-V with the def2-TZVPD basis set
C 0.46655 0.14230 -2.51780
N 0.13041 -0.37464 2.04235
H 1.42991 -0.12956 -2.04810
H -0.14870 0.48239 -1.67685
H 0.02295 -0.74500 -2.88553
H 0.62668 0.98440 -3.28901
H -0.08935 -0.21532 2.99207
H 0.88394 -1.00188 1.97081
H -0.87613 -0.96188 0.77434
H -2.05987 -1.63349 -0.10433
O -1.27791 -1.06492 -0.10360
H 0.64381 2.30091 0.82262
H 0.49255 0.60769 1.28285
O 0.69817 1.32497 0.47504
```

Computed properties:
Net charge: +1
Relative energy (zero: lowest compared OMol25 entry of this formula, charge and spin) in kJ/mol: 901.7
Largest force on an atom in eV/Å: 2.56
Total energy in eV: -6769.294
Frontier orbital gap in hartree: 0.167

[4]
Density functional theory data (ωB97M-V with the def2-TZVPD basis set) for a cluster of 7 separate species, C35H44BN8O2 in total.

```
90
C35H44BN8O2, DFT ωB97M-V with the def2-TZVPD basis set
O -2.73730 -2.35466 4.27275
B -2.05634 -1.17095 4.17760
O -1.54188 -0.48190 5.22831
N -1.75450 -0.57844 2.83679
C -0.86580 0.42575 2.72160
N -0.80297 0.79574 1.45703
C -1.67351 0.03016 0.71099
C -2.27836 -0.84203 1.56331
C -3.33559 -1.84360 1.24592
C -4.77615 -1.23932 1.09257
C -4.86974 0.24681 1.31106
C -4.70547 0.80930 2.57922
C -4.75941 2.18175 2.77589
C -4.98114 3.02644 1.69314
C -5.17367 2.48045 0.43164
C -5.12335 1.10329 0.24462
H -3.69357 -2.23542 4.33708
H -2.18244 -0.15398 5.86904
H -0.30513 0.85130 3.53552
H -0.23180 1.55357 1.10592
H -1.81838 0.15846 -0.34645
H -3.05598 -2.33684 0.31578
H -3.34598 -2.63056 1.99358
H -5.08344 -1.44700 0.06838
H -5.47321 -1.77635 1.73583
H -4.53879 0.15811 3.43316
H -4.62415 2.57340 3.77510
H -5.00955 4.09595 1.84795
H -5.36272 3.13415 -0.40852
H -5.28210 0.70299 -0.75047
N 2.98240 0.94830 -1.31301
C 2.28718 1.15877 -0.15596
C 2.90963 2.16287 0.53833
C 4.01846 2.59008 -0.24131
C 4.03708 1.81892 -1.37381
H 2.75572 0.26620 -2.01473
H 1.42239 0.56332 0.07776
H 2.60486 2.55241 1.49726
H 4.72143 3.36923 0.00053
H 4.70582 1.81813 -2.21585
N -1.38863 -5.07685 3.37978
C -0.13715 -4.84234 2.87380
C 0.53028 -6.03639 2.83073
C -0.35389 -7.03157 3.32756
C -1.52800 -6.40961 3.65620
H -2.08898 -4.37456 3.52370
H 0.17302 -3.85054 2.58843
H 1.53880 -6.18299 2.48305
H -0.14885 -8.08326 3.43161
H -2.44477 -6.80102 4.06200
N 1.14304 5.07079 -0.20162
C 1.11084 6.40827 0.07580
C -0.11472 6.88730 -0.30548
C -0.85140 5.79393 -0.83535
C -0.04644 4.68754 -0.75900
H 1.92110 4.45806 -0.03378
H 1.95679 6.90489 0.51853
H -0.44569 7.90812 -0.21911
H -1.85142 5.82087 -1.23461
H -0.21420 3.66689 -1.06183
N 6.11710 -0.84645 -0.41311
C 7.40024 -0.62573 -0.83618
C 8.09508 -1.79695 -0.69535
C 7.19652 -2.76151 -0.16424
C 5.98531 -2.14461 -0.00071
H 5.38699 -0.15653 -0.39946
H 7.70947 0.34172 -1.19497
H 9.13266 -1.94654 -0.94106
H 7.41688 -3.78876 0.07148
H 5.04672 -2.51803 0.37140
N -6.62495 -2.65455 -2.06679
C -7.20095 -3.88902 -2.20181
C -6.55454 -4.54086 -3.21655
C -5.54944 -3.66666 -3.71347
C -5.61796 -2.50984 -2.98537
H -6.91029 -1.95799 -1.40456
H -8.01570 -4.19587 -1.56922
H -6.77754 -5.53373 -3.56793
H -4.86109 -3.86472 -4.51747
H -5.04354 -1.60068 -3.04608
N 6.66373 1.98065 -4.48968
C 7.71010 2.57975 -5.13690
C 7.22687 3.68197 -5.78795
C 5.83205 3.75393 -5.52543
C 5.51510 2.69404 -4.72053
H 6.73432 1.14376 -3.94029
H 8.70418 2.17138 -5.08071
H 7.80705 4.36131 -6.38873
H 5.14307 4.49834 -5.88693
H 4.57031 2.38988 -4.30532
```

Computed properties:
Net charge: +1
Relative energy (zero: lowest compared OMol25 entry of this formula, charge and spin) in kJ/mol: 0.0
Largest force on an atom in eV/Å: 0.80
Total energy in eV: -53696.814
Frontier orbital gap in hartree: 0.236